[1]
{
  "formula": "C24H51N3O27",
  "method": "wB97M-V/def2-TZVPD",
  "multiplicity": 2,
  "total_charge": -1,
  "homo_lumo_gap_ev": [3.52, 7.29],
  "e_homo_ev": [-1.5, -5.3],
  "s_squared": 0.753,
  "symbols": ["O", "H", "C", "H", "O", "H", "H", "H", "H", "H", "H", "H", "O", "H", "C", "H", "C", "H", "H", "H", "O", "H", "C", "H", "H", "H", "H", "O", "O", "O", "O", "H", "C", "C", "H", "C", "H", "C", "H", "C", "C", "C", "H", "O", "H", "N", "N", "H", "C", "H", "C", "H", "N", "H", "O", "H", "O", "C", "C", "H", "O", "O", "C", "H", "O", "H", "H", "C", "H", "C", "O", "O", "C", "H", "H", "H", "H", "H", "O", "O", "O", "H", "H", "H", "H", "C", "H", "O", "H", "O", "C", "H", "O", "O", "O", "H", "O", "H", "C", "H", "H", "C", "O", "O", "C"],
  "coordinates": [[0.85, -2.30, -3.64], [5.91, -2.93, 0.36], [-2.08, 2.59, 0.51], [-3.54, 0.13, -1.59], [-1.64, 4.30, -5.21], [0.21, -2.49, -0.82], [0.50, 0.48, 7.47], [-7.81, -3.72, -1.04], [3.00, 7.41, 1.17], [-3.19, -1.37, -1.09], [-2.30, 3.65, 0.52], [-0.36, 3.71, -8.77], [-2.94, 0.87, 1.86], [3.18, 0.30, 1.22], [-3.80, -0.89, -1.86], [4.17, -0.87, -1.57], [0.01, -1.24, 5.41], [-3.10, 1.60, -3.87], [-0.76, -1.41, -4.58], [3.52, 2.02, 1.53], [-1.53, 2.06, -5.14], [3.12, 0.44, -2.30], [-0.42, -1.81, -0.24], [4.97, -2.54, 1.93], [0.36, -4.24, 1.75], [7.60, 2.69, 4.12], [2.21, 2.25, -1.58], [1.09, -0.84, 4.91], [2.32, -1.40, -2.33], [-2.86, -3.16, 1.25], [2.11, -4.65, 0.57], [-6.06, -3.06, 0.98], [-0.77, 4.14, -7.85], [1.28, 2.77, -1.35], [-0.03, 4.83, -7.46], [-0.16, -2.31, -4.64], [4.70, -1.67, 0.57], [3.52, 6.63, 0.62], [-2.14, 2.28, -0.54], [1.01, -5.03, 1.37], [4.74, 1.92, 3.61], [2.60, 4.65, -0.52], [0.12, -2.36, -5.69], [-5.10, -1.00, -1.54], [0.74, 2.16, -0.63], [-4.02, -2.74, 1.35], [-0.06, -0.43, -0.29], [-1.17, -1.41, 2.78], [0.51, -0.60, 7.62], [-4.92, -4.24, 0.38], [1.66, -1.19, -3.43], [-0.45, -2.02, 0.83], [-3.15, 1.85, 1.18], [-1.11, 2.28, 0.89], [-0.94, -1.91, 4.77], [3.93, 5.85, 1.26], [-7.21, -1.73, -1.29], [-2.04, 1.82, -3.85], [3.20, 1.08, 1.98], [-8.52, -2.87, -2.40], [1.57, -0.15, -4.02], [2.48, 5.97, -0.15], [-0.77, -2.24, 3.38], [1.52, -0.96, 7.46], [2.59, -2.95, 2.06], [0.53, 2.88, -2.12], [-9.08, -2.49, -0.79], [-5.18, -3.64, 1.25], [4.35, 7.12, 0.11], [-1.56, 3.22, -5.73], [0.75, -0.04, 0.50], [-5.75, -2.94, -2.65], [4.97, -2.69, 0.85], [6.28, 3.23, 5.21], [1.39, -5.59, 2.22], [-3.48, -1.28, -2.83], [-5.31, -4.07, 2.24], [2.19, 1.19, 2.38], [4.15, 0.85, 3.03], [4.51, 3.13, 3.36], [4.03, -3.67, 0.44], [2.71, -0.17, -0.74], [-1.62, 0.90, -3.44], [-1.42, -1.94, -0.67], [7.29, 1.92, 5.68], [6.81, 2.37, 4.80], [0.21, -0.71, 8.66], [-0.43, -1.19, 6.72], [-1.33, -3.14, 3.15], [-0.68, 0.32, -1.08], [-5.97, -1.99, -1.88], [-1.78, 2.60, -3.13], [3.63, 3.97, -0.58], [-1.23, 3.03, -7.02], [-4.29, -1.63, 1.82], [0.32, -5.66, 0.81], [-4.28, 2.36, 1.04], [-0.74, -3.22, -4.47], [-8.20, -2.75, -1.37], [-1.64, 4.73, -8.15], [0.25, -2.47, 3.09], [2.89, -3.66, 1.10], [1.42, 4.12, -0.87], [5.78, 1.45, 4.32], [3.17, -0.46, -1.68]],
  "lowdin_spin": [0.001, 0.000, 0.006, 0.001, 0.000, 0.017, 0.000, 0.000, 0.000, 0.001, 0.000, 0.000, 0.001, 0.001, 0.002, 0.000, 0.000, 0.000, 0.000, 0.000, 0.000, 0.000, 0.035, 0.000, 0.000, 0.000, 0.001, 0.000, 0.001, 0.000, 0.001, 0.000, 0.000, 0.001, 0.000, 0.000, 0.000, 0.000, 0.002, 0.000, 0.000, 0.000, 0.000, 0.000, 0.001, 0.002, 0.417, 0.001, 0.000, 0.000, 0.000, 0.007, 0.001, 0.002, 0.001, 0.000, 0.000, 0.001, 0.002, 0.000, 0.001, 0.000, 0.002, 0.000, 0.000, 0.000, 0.000, 0.000, 0.000, 0.000, 0.255, 0.000, 0.000, 0.000, 0.000, 0.000, 0.000, 0.001, 0.000, 0.000, 0.000, 0.003, 0.000, 0.003, 0.000, 0.000, 0.000, 0.000, 0.000, 0.216, 0.000, 0.000, 0.000, 0.000, 0.002, 0.000, 0.000, 0.000, 0.000, 0.000, 0.001, 0.000, 0.000, 0.000, 0.004]
}

***

[2]
{
  "formula": "C8H7NO2",
  "method": "wB97M-V/def2-TZVPD",
  "homo_lumo_gap_ev": 8.58,
  "e_homo_ev": -8.0,
  "e_above_lowest_kcal_mol": 137.8,
  "symbols": ["O", "H", "C", "C", "C", "H", "C", "H", "H", "O", "C", "H", "C", "H", "H", "C", "N", "C"],
  "coordinates": [[1.74, -2.17, -1.54], [2.23, -2.64, -1.10], [-1.26, 2.65, 0.42], [0.87, -1.22, -0.78], [0.82, 0.03, -1.25], [1.33, 0.25, -2.08], [-1.32, 1.61, 1.24], [-0.15, 3.19, -1.40], [-1.68, 1.57, 2.18], [0.50, -3.05, 0.88], [-0.43, -0.88, 1.16], [0.81, -3.51, -0.23], [-0.07, 0.87, -0.46], [-1.21, -1.35, 2.11], [-1.50, 3.58, 0.29], [-0.58, 0.50, 0.78], [-0.41, 2.26, -0.56], [0.30, -1.71, 0.35]],
  "lowdin_charge": [0.081, -0.077, -0.124, -0.202, 0.078, 0.086, -0.063, 0.283, 0.069, -0.067, 0.044, 0.254, -0.150, 0.210, 0.057, -0.190, 0.013, -0.303]
}

***

[3]
{
  "formula": "C32H50N7OP2Ti",
  "method": "wB97M-V/def2-TZVPD",
  "total_charge": 3,
  "homo_lumo_gap_ev": [4.68, 4.66],
  "e_homo_ev": [-16.5, -16.5],
  "symbols": ["C", "H", "N", "N", "C", "H", "C", "H", "H", "H", "H", "C", "H", "C", "H", "H", "H", "C", "C", "H", "H", "H", "C", "C", "H", "C", "C", "H", "C", "H", "H", "H", "H", "C", "H", "C", "H", "C", "H", "C", "H", "H", "C", "C", "H", "C", "H", "N", "C", "H", "C", "C", "H", "H", "N", "H", "H", "N", "C", "P", "H", "N", "H", "H", "P", "H", "H", "H", "H", "C", "O", "N", "C", "C", "C", "H", "C", "H", "H", "H", "C", "C", "H", "Ti", "H", "H", "H", "C", "H", "H", "H", "H", "C"],
  "coordinates": [[-2.54, 1.23, -1.78], [-1.88, 3.09, 0.28], [-0.01, -1.07, 2.51], [0.21, 1.34, -0.98], [3.47, -2.19, 1.81], [3.51, -3.66, -1.09], [3.17, 2.13, 0.40], [1.42, -3.59, -0.58], [4.87, -2.91, -0.21], [4.64, 0.24, 1.61], [-5.20, -0.18, 3.32], [3.58, 0.78, -0.23], [-1.76, -3.69, -3.52], [-4.88, 0.41, 2.44], [-3.04, 2.08, 4.18], [4.95, 1.37, -1.80], [-3.59, 3.40, 0.71], [0.16, -1.51, -1.74], [1.19, 2.79, -5.78], [-1.04, -2.95, 2.10], [3.11, -1.32, 2.38], [-2.76, -1.34, 3.21], [1.18, 1.39, -5.74], [1.08, 3.52, -4.59], [4.00, -1.99, -1.47], [-0.21, -2.38, -2.77], [-2.87, -1.33, 0.41], [-5.12, -0.19, 1.54], [1.68, -3.23, 0.42], [-1.92, 2.11, -2.06], [1.10, 4.62, -4.61], [4.57, -2.18, 1.80], [-2.13, 2.49, 2.70], [4.83, 0.30, 0.53], [1.28, 3.32, -6.74], [-1.94, -1.80, -0.68], [-5.49, 1.33, 2.42], [3.91, 1.00, -1.72], [3.25, 2.09, 1.50], [1.06, 0.72, -4.52], [-1.77, -0.03, 3.89], [-1.87, 0.37, -1.69], [0.97, 2.86, -3.36], [0.82, 0.80, -1.97], [3.88, 2.90, 0.03], [-2.34, -2.70, -1.68], [-5.34, 1.64, 0.23], [0.65, -0.71, 3.61], [-3.37, 0.68, 2.56], [3.26, 1.76, -2.18], [-2.92, 3.01, -0.07], [-3.10, 2.11, 3.07], [-3.44, -0.30, 4.48], [5.20, -0.68, 0.18], [1.08, -1.62, 5.78], [2.00, -4.10, 1.02], [-3.34, -3.13, -1.64], [-0.15, -2.70, 4.03], [-3.24, 1.55, -0.45], [-2.44, 0.44, 0.90], [5.63, 1.03, 0.36], [0.54, -1.68, 4.50], [-5.08, 2.00, -1.49], [1.05, -0.37, -4.51], [2.14, -0.49, -0.02], [-3.25, 1.06, -2.60], [2.10, -1.00, -2.53], [0.95, -2.41, 6.43], [-2.68, -1.91, 1.34], [0.40, 1.62, 2.05], [0.69, 2.51, 2.76], [-0.69, -1.26, -0.69], [0.95, 1.44, -3.31], [2.85, -2.22, 0.39], [1.39, -0.66, -1.76], [0.88, 3.40, -2.42], [-0.49, -2.32, 2.78], [0.48, -2.56, -3.60], [1.60, -0.79, 6.08], [-3.92, -1.49, 0.12], [3.88, -2.71, -0.64], [-1.46, -3.00, -2.73], [-5.00, 0.31, -0.92], [-0.04, 0.19, 0.82], [2.15, 2.44, 0.15], [3.84, 0.07, -2.32], [1.25, 0.82, -6.67], [-2.79, -0.31, 3.58], [0.78, -2.81, 0.89], [-3.04, 3.64, -0.97], [-3.89, 2.82, 2.80], [3.15, -3.10, 2.35], [-4.75, 1.35, -0.65]],
  "lowdin_charge": [-0.082, 0.067, -0.140, 0.072, -0.086, 0.099, -0.093, 0.087, 0.100, 0.085, 0.104, -0.612, 0.143, -0.053, 0.109, 0.117, 0.084, -0.276, -0.021, 0.131, 0.055, 0.061, -0.035, -0.033, 0.071, 0.032, -0.200, 0.070, -0.092, 0.082, 0.126, 0.090, 0.051, -0.073, 0.130, -0.302, 0.097, -0.051, 0.084, -0.010, 0.063, 0.033, -0.027, -0.348, 0.118, 0.038, 0.075, 0.079, -0.632, 0.083, -0.077, -0.071, 0.116, 0.078, 0.184, 0.112, 0.142, 0.193, -0.623, 1.101, 0.116, -0.185, 0.116, 0.103, 1.149, 0.110, 0.122, 0.153, 0.068, -0.063, 0.244, -0.022, -0.191, -0.631, -0.259, 0.118, -0.166, 0.138, 0.147, 0.112, -0.051, 0.032, 0.091, 0.720, 0.045, 0.076, 0.126, -0.102, 0.021, 0.113, 0.093, 0.093, -0.062]
}